Computed, not measured: C53H55BaIN10O5S2 as an isolated structure in a non-equilibrium geometry, with the ωB97M-V functional and the def2-TZVPD basis.

Computed properties:
**HOMO-LUMO gap**: 5.274 eV
**Relative energy (zero: lowest compared OMol25 entry of this formula, charge and spin)**: 36.36 kcal per mole
**Spin multiplicity**: 1
**Total energy**: -4096.0936 a.u.
**Highest occupied orbital energy**: -1.626 eV
**Net charge**: -2

XYZ file:
```
127
Properties=species:S:1:pos:R:3:forces:R:3:lowdin_charge:R:1
Ba -0.01933 -1.41486 0.93349 -1.0 2.7 2.9 1.77
C -4.19623 -2.53953 2.27215 0.0 0.1 -0.2 -0.03
C -4.46407 -1.79694 0.99505 0.2 -0.1 0.2 -0.26
N -5.69682 -1.39878 0.74146 0.0 0.0 0.1 0.10
C -5.93687 -0.68688 -0.36249 0.0 0.0 -0.1 -0.13
C -4.96158 -0.38690 -1.29545 0.0 0.1 -0.1 -0.16
C -5.31305 0.49952 -2.46467 0.0 -0.1 0.0 -0.21
O -6.13497 -0.12751 -3.45006 -0.1 0.0 0.0 -0.08
C -3.65869 -0.83856 -1.05695 0.0 -0.3 0.3 -0.10
C -2.51950 -0.56157 -1.95157 -0.1 -0.1 0.0 -0.10
N -2.34063 -0.96812 -3.13650 0.6 0.5 0.0 0.10
C -3.05726 -1.84980 -3.90526 -0.4 -0.4 -0.2 -0.33
C -3.76731 -1.37012 -5.01812 0.1 0.0 0.1 -0.06
C -4.37220 -2.22959 -5.91647 -0.1 0.0 0.0 -0.11
C -4.27036 -3.60232 -5.74425 0.0 0.0 0.0 -0.12
C -3.55186 -4.09962 -4.66642 -0.1 -0.1 0.0 -0.17
C -2.95231 -3.24503 -3.75713 0.2 0.0 0.5 -0.60
I -1.83748 -4.06133 -2.15526 -0.3 0.1 -0.5 1.02
C -3.34610 -1.51721 0.15177 -0.7 0.1 -0.4 -0.39
O -2.15125 -1.87334 0.46553 -2.8 -0.7 -0.8 -0.53
H -5.12596 -2.67073 2.82140 0.0 0.0 0.0 0.07
H -3.48234 -1.96837 2.87262 0.0 -0.1 0.0 0.07
H -3.74204 -3.51055 2.05629 0.0 0.0 0.1 0.08
H -6.95400 -0.33201 -0.49954 0.0 0.0 0.0 0.10
H -4.40158 0.90058 -2.92245 0.0 0.0 0.0 0.10
H -5.90246 1.34380 -2.10368 0.0 0.0 0.0 0.12
H -5.68041 -0.92295 -3.75041 0.0 0.0 0.0 0.05
H -1.70998 0.04698 -1.53780 0.0 0.0 0.0 0.11
H -3.81145 -0.29663 -5.15683 0.0 0.0 0.0 0.11
H -4.92228 -1.82106 -6.75547 0.0 0.0 0.0 0.10
H -4.74154 -4.28427 -6.44043 0.0 0.0 0.0 0.09
H -3.45836 -5.16860 -4.52797 0.0 0.0 0.0 0.08
C -0.33734 -3.68815 3.53633 0.3 0.1 -0.3 -0.05
C 0.96232 -3.06331 3.95581 0.1 0.2 0.2 -0.37
C 1.69806 -3.65226 5.00563 0.1 0.0 0.2 -0.03
C 2.84577 -3.05522 5.43293 -0.1 0.0 0.0 -0.02
C 3.30632 -1.87879 4.80630 -0.3 0.0 -0.2 -0.18
C 4.44062 -1.18693 5.27477 0.2 0.1 0.1 -0.09
C 4.83376 -0.03824 4.63527 0.1 -0.2 0.1 -0.12
C 4.16062 0.40467 3.49693 -0.2 -0.1 0.0 -0.15
C 3.04435 -0.25133 2.96747 0.3 0.2 0.0 -0.65
S 2.37422 0.32477 1.49824 0.2 0.6 -0.1 0.51
C 2.56058 -1.40750 3.68506 0.4 0.1 0.5 -0.24
N 1.39233 -1.99611 3.32221 0.0 -0.2 0.2 0.03
H -0.76154 -4.28555 4.34144 -0.1 0.0 0.0 0.08
H -0.12108 -4.33898 2.68453 -0.1 -0.1 0.0 0.07
H -1.05240 -2.93143 3.21624 -0.2 0.0 0.1 0.04
H 1.33176 -4.55680 5.47581 0.0 0.0 0.0 0.10
H 3.41824 -3.46631 6.25866 0.0 0.0 0.0 0.11
H 4.96815 -1.56613 6.14381 0.0 0.0 0.0 0.09
H 5.69057 0.52184 4.99783 0.0 0.0 0.0 0.09
H 4.49365 1.29803 2.98392 0.0 0.0 0.0 0.08
N 7.63414 -1.17981 2.37768 0.1 -0.1 0.0 0.08
C 6.44718 -1.75981 1.90175 -0.1 0.0 -0.1 -0.34
C 5.75567 -1.17160 0.84791 0.0 0.0 0.0 -0.04
C 4.58548 -1.73341 0.36854 0.1 -0.1 0.0 -0.10
C 4.09740 -2.89675 0.94236 -0.2 0.0 -0.1 -0.27
C 4.80120 -3.50977 1.96704 -0.1 -0.1 0.1 -0.07
C 5.97225 -2.95142 2.44564 0.1 0.0 0.0 -0.04
S 2.59345 -3.70666 0.42022 0.5 -0.9 -0.5 0.58
O 1.97916 -4.22295 1.62644 -0.1 0.1 0.0 -0.33
O 2.97570 -4.72648 -0.53099 0.0 0.1 -0.1 -0.32
N 1.56563 -2.63274 -0.16505 3.0 -2.5 -1.4 -0.44
C 1.70846 -2.09476 -1.38051 0.7 0.1 -1.4 -0.55
N 2.81677 -2.32671 -2.12708 -0.1 0.1 0.1 0.12
C 2.84055 -1.82841 -3.34550 0.0 0.0 0.0 -0.14
C 1.80238 -1.08024 -3.88462 0.0 0.0 0.1 -0.07
C 0.74668 -0.82931 -3.02351 0.1 0.2 -0.1 -0.16
N 0.69184 -1.30639 -1.79144 0.0 -0.2 0.1 0.04
H 7.66586 -0.18446 2.22083 0.0 0.0 0.1 0.08
H 7.81496 -1.39894 3.34518 0.0 0.1 0.0 0.07
H 6.11604 -0.24125 0.42297 0.0 0.0 0.0 0.11
H 4.06619 -1.26628 -0.44769 -0.1 0.1 0.0 0.08
H 4.40277 -4.41832 2.40203 0.0 0.0 0.1 0.11
H 6.52129 -3.42904 3.24980 0.0 0.0 0.0 0.10
H 3.74792 -2.02780 -3.91263 0.0 0.0 0.0 0.10
H 1.81842 -0.69611 -4.89407 0.0 0.0 0.0 0.08
H -0.09887 -0.22841 -3.33698 0.0 0.0 0.0 0.08
C 1.65065 5.18276 -6.78016 -0.1 0.1 0.1 -0.07
C 0.73123 5.98032 -5.85862 0.2 -0.1 0.0 -0.21
N 0.34878 5.22518 -4.67270 0.0 0.0 0.0 -0.06
C -1.02191 4.74051 -4.59892 0.0 -0.1 -0.1 -0.21
C -1.31876 3.59858 -5.56793 0.0 0.1 0.1 -0.07
C 1.25203 5.19999 -3.64254 0.0 0.0 -0.1 -0.41
O 2.30465 5.82353 -3.71480 -0.1 0.0 0.0 0.05
C 0.92039 4.37995 -2.44198 0.1 -0.2 0.2 -0.14
C 1.00412 4.94112 -1.17007 0.0 0.0 -0.1 -0.01
C 0.72588 4.15279 -0.06992 0.0 0.1 0.0 -0.03
C 0.36800 2.82383 -0.26811 0.0 0.0 -0.1 -0.12
N 0.32634 2.26875 -1.47870 0.0 -0.2 0.0 0.11
C 0.61237 3.02547 -2.52695 0.0 0.2 -0.1 -0.10
H 1.92899 5.77922 -7.65127 0.0 0.0 0.0 0.07
H 1.16671 4.26619 -7.11829 0.0 0.0 0.0 0.06
H 2.55611 4.91838 -6.23575 0.0 0.0 0.0 0.07
H -0.18071 6.28112 -6.37774 0.0 0.0 0.0 0.11
H 1.25955 6.87630 -5.53015 -0.1 0.0 0.0 0.11
H -1.69423 5.57770 -4.81913 0.0 0.0 0.1 0.12
H -1.22326 4.41791 -3.58237 0.0 0.0 0.0 0.11
H -1.20580 3.92208 -6.60423 0.0 0.0 0.0 0.06
H -2.34407 3.25526 -5.42432 0.0 0.0 0.0 0.07
H -0.64768 2.75870 -5.39065 0.0 0.0 0.0 0.07
H 1.27030 5.98587 -1.06557 0.0 0.0 0.0 0.12
H 0.77096 4.55523 0.93269 0.0 0.0 0.0 0.11
H 0.09845 2.17845 0.55496 0.0 0.0 0.2 0.06
H 0.60142 2.52552 -3.49219 0.0 0.0 0.0 0.11
C 0.14025 -0.14328 6.41807 0.0 0.1 0.0 -0.12
N -0.84480 0.54734 5.60978 -0.1 0.0 0.0 -0.25
C -2.01029 -0.29952 5.41531 0.1 0.1 0.0 -0.10
C -0.23809 0.94427 4.32437 0.0 0.0 0.0 -0.19
C -1.21848 1.53372 3.33455 -0.1 0.2 0.0 -0.31
C -1.84291 2.72656 3.71231 0.1 0.0 0.1 -0.09
C -2.78073 3.33012 2.88891 0.0 0.1 0.0 -0.14
C -3.07896 2.72345 1.67583 -0.1 0.0 -0.1 -0.14
C -2.42325 1.55150 1.30942 0.0 0.0 0.2 -0.18
C -1.45846 0.89193 2.10094 -0.2 0.2 0.2 -0.18
H -0.25317 -0.29252 7.42834 0.0 0.0 0.0 0.07
H 1.05120 0.45573 6.48151 0.0 0.0 0.0 0.08
H 0.41802 -1.12865 6.00437 0.0 0.0 0.0 0.07
H -2.39870 -0.60530 6.39097 0.0 0.0 0.0 0.07
H -1.77408 -1.20366 4.82672 0.0 0.0 0.0 0.08
H -2.78308 0.25736 4.88868 0.0 -0.1 -0.1 0.08
H 0.24894 0.08284 3.85290 0.0 0.0 0.0 0.07
H 0.53034 1.68973 4.56108 0.1 -0.1 0.0 0.12
H -1.58977 3.17275 4.67270 0.0 0.0 0.0 0.10
H -3.26356 4.25762 3.18119 0.0 0.0 0.0 0.08
H -3.83107 3.15699 1.01930 0.0 0.0 0.0 0.08
H -2.69704 1.12416 0.34606 0.0 0.0 0.0 0.06
```
Forces are in eV/Å.